[1]
The following is a DFT calculation (ωB97M-V/def2-TZVPD) of a molecular structure, C32H21Cl2N4RuS2 in a non-equilibrium geometry.

Results
electronic energy = -3262.55539 Eh
multiplicity = 6
HOMO energy (spin up / spin down) = 1.50 / -1.80 eV
LUMO energy (spin up / spin down) = 4.04 / 4.04 eV
relative energy (zero: lowest compared OMol25 entry of this formula, charge and spin) = 60.3 kcal/mol
<S²> = 8.80
net charge = -2

The geometry in XYZ format:
```
62
C32H21Cl2N4RuS2 (ωB97M-V/def2-TZVPD)
Ru 9.03063 12.13019 11.96760
S 6.44609 12.43238 12.44369
C 5.79843 12.79080 10.84278
N 5.54022 11.85514 9.95780
C 5.21924 12.42698 8.78671
C 5.08544 11.69255 7.63780
C 4.97034 12.28274 6.42230
C 4.72785 13.64328 6.33666
C 4.79372 14.44211 7.53929
C 5.07983 13.80624 8.70615
S 5.33784 14.43151 10.32448
H 5.40746 10.65883 7.64814
H 4.94620 11.65908 5.51812
H 4.49727 14.06297 5.35852
H 4.76058 15.54702 7.53428
N 11.99964 11.10035 10.24337
C 11.31508 9.82047 10.31686
C 11.85848 8.68845 10.98430
C 11.34041 7.46330 10.89304
C 10.17099 7.29227 10.15775
C 9.56818 8.35647 9.58196
C 10.10241 9.63151 9.64336
C 9.36994 10.73876 9.08410
C 8.95139 10.66538 7.74262
C 8.30112 11.69648 7.08218
C 8.20320 12.90878 7.71335
C 8.53163 13.04448 9.08715
C 9.10128 11.95641 9.79492
H 12.58064 11.07194 11.05141
H 11.28335 11.92401 10.33595
H 12.78434 8.94081 11.54515
H 11.63021 6.62103 11.56923
H 9.70063 6.30947 10.01402
H 8.63421 8.20213 9.06664
H 9.30848 9.89494 7.12447
H 7.98918 11.51588 6.04020
H 7.82793 13.79075 7.10941
H 8.61997 14.08250 9.54793
N 11.99793 5.36283 15.23092
C 11.65964 6.47790 15.02315
C 11.32299 7.76488 14.69414
C 10.09341 8.14656 14.18887
C 9.81732 9.38750 13.73467
C 10.73944 10.42843 13.81165
C 12.09152 10.12093 14.37750
C 12.32856 8.83283 14.84283
H 9.14862 7.45559 14.07227
H 8.68590 9.82405 13.54955
H 12.89243 10.95594 14.68817
H 13.28859 8.50229 15.41182
Cl 11.29203 14.02350 11.67538
C 11.51668 13.85744 13.35154
C 12.12890 14.97716 14.05278
C 12.32026 14.89279 15.39544
C 11.80975 13.82047 16.18620
C 11.11702 12.82778 15.49239
Cl 10.16683 11.74876 16.48401
C 11.01213 12.74779 14.07408
N 10.51262 11.69732 13.41720
H 12.45244 15.95054 13.56153
H 12.90863 15.76076 15.88192
H 11.73425 13.67683 17.29318
```


[2]
The following is a DFT calculation (ωB97M-V/def2-TZVPD) of a molecular structure, C24H35N4O6PdSi2 in a non-equilibrium geometry.

Results
electronic energy = -2312.95809 Eh
multiplicity = 1
HOMO energy (spin up / spin down) = -3.32 / -3.27 eV
LUMO energy (spin up / spin down) = 1.22 / 1.22 eV
relative energy (zero: lowest compared OMol25 entry of this formula, charge and spin) = 35.9 kcal/mol
net charge = -1

The geometry in XYZ format:
```
72
C24H35N4O6PdSi2 (ωB97M-V/def2-TZVPD)
Pd -0.09015 0.06600 -0.03416
C -4.68873 0.61586 1.88483
Si -2.79282 0.46411 1.56593
C -2.05722 2.23271 1.69245
C -2.19952 -0.90118 2.77403
N -2.18188 -0.05578 0.03498
C -2.75229 -0.41341 -1.11630
C -4.14704 -0.47454 -1.31438
C -4.68211 -0.86751 -2.51766
C -3.84146 -1.16948 -3.58939
C -2.47774 -1.09819 -3.43952
C -1.88621 -0.76354 -2.21084
N -0.55429 -0.75820 -1.99766
Si 0.57700 -1.24359 -3.20521
C 0.25406 -3.01939 -3.88257
C 0.66141 0.02017 -4.65745
C 2.37538 -1.43181 -2.58990
H -4.87475 0.94265 2.90353
H -5.18701 -0.34120 1.76133
H -5.16460 1.33279 1.22333
H -2.08857 2.64447 2.69503
H -2.58294 2.92212 1.03535
H -1.01177 2.19324 1.37061
H -2.39070 -0.66222 3.81502
H -1.12861 -1.04288 2.64562
H -2.69562 -1.84412 2.55377
H -4.79040 -0.21141 -0.49196
H -5.75564 -0.93752 -2.63675
H -4.25945 -1.46057 -4.54306
H -1.83814 -1.30686 -4.27998
H -0.73964 -3.15360 -4.29021
H 0.37373 -3.74716 -3.08593
H 0.96713 -3.27124 -4.66168
H -0.23821 0.02430 -5.26443
H 1.50051 -0.17743 -5.31799
H 0.78349 1.02262 -4.25722
H 2.41814 -1.85794 -1.59399
H 2.89828 -0.48335 -2.58556
H 2.91401 -2.09441 -3.26119
O 1.63396 1.71611 -0.97363
C 2.55337 1.02762 -0.59136
O 2.32939 -0.12950 -0.00426
C 4.02473 1.35424 -0.84782
N 4.85082 0.22982 -0.39107
C 5.59125 0.71633 0.77293
C 5.87764 2.18589 0.46093
C 4.53571 2.62579 -0.12723
H 4.11168 1.48787 -1.93166
H 5.49730 -0.04479 -1.12463
H 3.13666 -0.42367 0.46572
H 6.47839 0.10741 0.94557
H 4.93294 0.66068 1.64351
H 6.67631 2.27863 -0.28260
H 6.14841 2.75591 1.34492
H 4.62866 3.46279 -0.81607
H 3.85562 2.89935 0.67523
O 2.77879 0.96831 2.31509
C 1.61190 0.89437 2.73422
O 0.61578 0.43367 2.10575
C 1.32664 1.35244 4.14904
C 2.37550 1.63328 5.02507
C 2.12842 2.01900 6.32132
C 0.80881 2.13747 6.77199
C -0.25092 1.85214 5.90287
C 0.01329 1.45763 4.61160
N 0.55512 2.55059 8.09349
O 1.51798 2.78690 8.83767
O -0.62253 2.66378 8.46314
H 3.39026 1.54483 4.66458
H 2.93409 2.24112 7.00442
H -1.26400 1.95089 6.26442
H -0.79190 1.22431 3.93556
```